The following is a DFT calculation (wB97M-V/def2-TZVPD) of C37H78Cl12NO4P as an isolated structure at a distorted geometry.

Element x y z (Å)
C  -28.917  1.932  -2.176
C  -29.370  3.363  -2.047
C  -29.338  3.948  -0.643
C  -27.939  3.718  0.050
P  -26.795  5.126  0.367
C  -25.803  5.368  -1.239
C  -24.652  4.268  -1.411
C  -24.185  4.002  -2.923
C  -23.380  2.663  -2.936
C  -27.973  6.609  0.665
C  -28.861  6.538  1.886
C  -29.697  7.789  2.203
C  -30.615  7.658  3.361
C  -25.861  4.852  1.855
C  -25.155  3.449  2.007
C  -24.958  3.124  3.496
C  -24.821  1.670  3.917
H  -29.110  1.436  -1.225
H  -27.842  1.922  -2.361
H  -29.498  1.239  -2.784
H  -30.364  3.444  -2.488
H  -28.817  3.961  -2.771
H  -30.029  3.322  -0.079
H  -29.751  4.954  -0.717
H  -27.287  2.879  -0.194
H  -28.197  3.499  1.086
H  -25.425  6.391  -1.215
H  -26.473  5.449  -2.095
H  -25.039  3.303  -1.085
H  -23.789  4.419  -0.762
H  -23.473  4.793  -3.156
H  -25.044  3.926  -3.589
H  -23.022  2.598  -3.964
H  -24.192  1.985  -2.676
H  -22.606  2.423  -2.207
H  -28.445  6.810  -0.296
H  -27.312  7.462  0.821
H  -28.266  6.512  2.799
H  -29.338  5.559  1.892
H  -30.408  7.800  1.376
H  -29.106  8.700  2.301
H  -31.391  8.422  3.400
H  -30.193  7.780  4.359
H  -30.956  6.623  3.359
H  -26.609  5.017  2.631
H  -25.152  5.658  2.044
H  -24.232  3.490  1.428
H  -25.750  2.666  1.536
H  -25.798  3.413  4.127
H  -24.257  3.865  3.880
H  -25.533  1.141  3.283
H  -24.928  1.454  4.980
H  -23.871  1.263  3.571
C  -30.132  10.383  -0.507
C  -29.151  9.837  0.547
C  -27.942  10.835  1.010
C  -26.813  10.873  -0.073
N  -25.735  11.940  0.136
C  -26.286  13.405  -0.134
C  -26.147  13.546  -1.656
C  -25.137  12.485  -2.152
C  -24.627  11.718  -0.953
C  -25.198  11.796  1.554
H  -29.673  10.514  -1.487
H  -30.536  11.313  -0.108
H  -30.937  9.649  -0.551
H  -28.591  8.995  0.141
H  -29.589  9.479  1.479
H  -27.527  10.473  1.951
H  -28.204  11.859  1.273
H  -27.210  10.937  -1.087
H  -26.284  9.929  0.054
H  -25.663  14.134  0.385
H  -27.270  13.531  0.318
H  -25.958  14.543  -2.056
H  -27.136  13.253  -2.008
H  -24.292  13.065  -2.521
H  -25.614  11.977  -2.990
H  -23.730  12.158  -0.517
H  -24.528  10.657  -1.186
H  -24.281  12.385  1.562
H  -25.083  10.765  1.889
H  -25.948  12.272  2.187
O  -25.675  6.707  0.857
C  -25.420  8.093  0.545
C  -24.066  8.799  1.070
O  -23.548  9.935  0.386
H  -26.277  8.658  0.914
H  -25.541  8.270  -0.524
H  -23.239  8.091  1.026
H  -24.058  8.968  2.146
O  -25.371  6.322  -2.954
C  -24.357  7.015  -2.664
O  -23.241  7.010  -3.472
C  -22.263  7.918  -3.045
C  -23.047  8.843  -2.180
C  -24.241  8.052  -1.635
H  -21.775  8.554  -3.784
H  -21.507  7.391  -2.464
H  -23.375  9.761  -2.667
H  -22.468  9.205  -1.331
H  -25.156  8.636  -1.740
H  -24.049  7.646  -0.642
C  -27.406  7.674  -1.753
Cl  -29.207  7.832  -1.637
Cl  -26.592  9.232  -1.902
H  -27.156  7.340  -0.746
H  -27.124  7.060  -2.608
C  -21.681  10.865  -0.317
Cl  -22.835  11.050  -1.698
Cl  -20.791  12.359  -0.089
H  -22.284  10.739  0.583
H  -20.971  10.039  -0.371
C  -21.029  8.602  0.919
Cl  -20.524  7.604  -0.432
Cl  -19.557  9.400  1.591
H  -21.883  9.237  0.680
H  -21.534  8.072  1.726
C  -23.111  6.024  0.495
Cl  -22.425  4.642  -0.412
Cl  -22.015  6.237  1.910
H  -23.087  6.990  -0.009
H  -24.137  5.716  0.698
C  -24.524  7.128  3.715
Cl  -25.212  7.661  5.327
Cl  -23.814  5.446  3.764
H  -25.197  7.236  2.864
H  -23.713  7.791  3.414
C  -22.951  10.826  2.966
Cl  -24.540  11.125  3.832
Cl  -21.515  11.736  3.462
H  -22.819  9.772  3.210
H  -23.266  11.058  1.949

Gap between HOMO and LUMO   8.22 eV
HOMO energy   -8.04 eV